No. 1
Computed, not measured: a cluster of 8 separate species, C27H24F10N2O29S in total, with ωB97M-V with the def2-TZVPD basis set.

Each line ends with the Mulliken charge.
Cartesian coordinates (Å):
O1 -1.7038 -2.0012 1.3511  -0.475
C1 -2.8713 -1.3188 1.2561  0.412
F1 -2.8173 0.1789 1.2722  -0.200
N1 -4.1488 -2.1191 1.1036  -0.061
C2 -5.2885 -1.5529 1.9359  0.256
O2 -5.0237 -1.4003 3.2624  -0.546
C3 -6.7924 -1.1760 1.3626  0.743
N2 -7.1251 0.2600 1.0243  0.301
C4 -6.6860 1.2374 2.0917  0.393
O3 -7.6310 1.8415 2.8573  -0.445
F2 -5.2726 1.5778 2.4358  -0.237
C5 -6.6813 0.6604 -0.3646  0.712
O4 -7.1612 0.1669 -1.5213  -0.465
F3 -5.6485 1.7499 -0.4844  -0.226
C6 -8.0263 -1.5413 2.4310  -0.420
O5 -8.7377 -2.7855 2.0908  -0.292
S1 -8.6317 -2.7460 0.3700  1.016
O6 -8.5332 -4.1445 -0.3505  -0.507
O7 -9.6646 -1.7494 -0.2312  -0.502
O8 -6.9826 -2.2313 0.3376  -0.496
H1 -4.3742 -2.1524 0.0852  0.361
H2 -7.7704 -1.5913 3.5718  0.340
H3 -8.9091 -0.7388 2.3883  0.313
C7 1.3585 -1.9867 2.8587  -0.293
C8 1.1601 -0.5253 3.0744  0.461
O9 2.4739 -0.0278 3.1893  -0.315
C9 3.2384 -0.8685 2.4372  0.612
O10 4.3726 -0.6151 2.0669  -0.560
O11 2.5759 -2.0283 2.1416  -0.309
F4 0.5135 -0.2931 4.2388  -0.296
H4 1.4704 -2.5420 3.7960  0.264
H5 0.5469 -2.4357 2.2797  0.163
H6 0.6441 -0.0164 2.2533  0.279
C10 -5.0763 5.8619 0.5045  -0.452
C11 -6.1428 6.3153 1.4419  0.298
O12 -7.2746 5.5810 1.0335  -0.298
C12 -6.7775 4.4240 0.5130  0.678
O13 -7.4449 3.4239 0.3072  -0.525
O14 -5.4370 4.5179 0.2567  -0.262
F5 -6.4053 7.6308 1.2738  -0.292
H7 -5.0773 6.4178 -0.4391  0.294
H8 -4.0788 5.9248 0.9476  0.265
H9 -5.9309 6.1090 2.4965  0.288
C13 4.6771 -0.4878 -1.2816  -0.265
C14 5.3950 -0.8224 -2.5443  0.493
O15 4.7865 0.0150 -3.5011  -0.323
C15 4.3762 1.1110 -2.8033  0.602
O16 4.0555 2.1694 -3.3178  -0.591
O17 4.3750 0.8822 -1.4545  -0.296
F6 5.1719 -2.1075 -2.8998  -0.226
H10 3.7464 -1.0522 -1.1611  0.312
H11 5.2990 -0.6434 -0.3959  0.306
H12 6.4719 -0.6253 -2.5142  0.157
C16 -4.8104 -6.4654 0.7326  -0.405
C17 -4.0149 -6.7122 1.9687  0.285
O18 -4.4110 -5.6686 2.8294  -0.257
C18 -5.6899 -5.3734 2.4635  0.658
O19 -6.4633 -4.7206 3.1444  -0.542
O20 -6.0037 -5.9052 1.2427  -0.250
F7 -2.6915 -6.5834 1.7242  -0.283
H13 -4.3323 -5.7478 0.0574  0.264
H14 -5.0148 -7.3857 0.1788  0.275
H15 -4.2139 -7.6780 2.4452  0.270
C19 2.3815 -5.1640 -3.7398  -0.416
C20 1.6563 -3.9970 -4.3176  0.294
O21 1.4547 -3.1519 -3.2076  -0.270
C21 2.4983 -3.4109 -2.3706  0.740
O22 2.8247 -2.6919 -1.4409  -0.717
O23 3.1403 -4.5718 -2.7048  -0.286
F8 0.4474 -4.3686 -4.7951  -0.295
H16 1.7064 -5.9128 -3.3120  0.288
H17 3.0305 -5.6538 -4.4708  0.271
H18 2.2145 -3.4604 -5.0922  0.281
C22 6.3421 3.3436 0.4065  -0.354
C23 7.0800 2.0488 0.4314  0.356
O24 8.4310 2.4373 0.3287  -0.292
C24 8.4891 3.6727 0.9007  0.610
O25 9.5234 4.2183 1.2478  -0.568
O26 7.2452 4.2234 1.0455  -0.325
F9 6.7700 1.2963 -0.6482  -0.339
H19 6.1463 3.7001 -0.6103  0.267
H20 5.3943 3.2927 0.9491  0.327
H21 6.9330 1.4659 1.3469  0.293
C25 9.6658 4.6818 -2.3175  -0.430
C26 10.1321 5.7182 -3.2819  0.320
O27 9.0192 5.9072 -4.1261  -0.303
C27 7.9342 5.6290 -3.3501  0.544
O28 6.7901 5.9404 -3.6364  -0.539
O29 8.2854 4.9648 -2.2069  -0.165
F10 11.1593 5.2547 -4.0287  -0.290
H22 9.7982 3.6621 -2.6945  0.265
H23 10.1618 4.7639 -1.3466  0.288
H24 10.4083 6.6711 -2.8180  0.286

Summary:
HOMO-LUMO gap ... 9.080 eV
Total charge ... 0
SMILES string ... O=C(F)NC(=O)[C@]1(N(C(=O)F)C(=O)F)COS(=O)(=O)O1.O=C1OC[C@@H](F)O1.O=C1OC[C@@H](F)O1.O=C1OC[C@@H](F)O1.O=C1OC[C@@H](F)O1.O=C1OC[C@@H](F)O1.O=C1OC[C@@H](F)O1.O=C1OC[C@@H](F)O1
HOMO energy ... -0.4005 hartree


No. 2
Computed, not measured: a cluster of 2 separate species, C18H34O12P2 in total, with ωB97M-V with the def2-TZVPD basis set.

Each line ends with the Mulliken charge.
Cartesian coordinates (Å):
C1 4.9796 -3.0871 -1.9258  -0.752
C2 4.0458 -3.5276 -0.6443  0.040
O1 2.6798 -3.9410 -1.0046  -0.356
C3 2.0055 -2.8974 -1.8366  0.211
O2 1.6342 -3.2217 -3.0885  -0.548
C4 1.8229 -1.4169 -1.1559  0.385
C5 0.4832 -0.5934 -1.6749  -0.423
C6 -0.5150 -0.2866 -0.3910  -0.648
C7 -1.3348 1.1617 -0.5457  0.701
C8 -0.5711 2.5448 -0.1094  -0.548
C9 0.5127 2.3898 1.1099  -0.653
P1 2.3604 2.5607 0.5265  0.951
O3 2.6273 4.1433 0.4535  -0.722
O4 2.6538 1.8812 -1.0497  -0.238
C10 4.1216 2.0140 -1.3292  -0.237
C11 4.4538 2.1443 -2.9445  -1.123
O5 3.3346 1.7486 1.7212  -0.422
C12 3.1321 0.2874 1.6736  0.696
C13 3.9185 -0.5071 2.9144  -1.082
O6 -1.6241 1.1292 -2.0183  -0.387
C14 -2.8227 0.2482 -2.2050  0.370
O7 -3.3063 -0.3027 -3.3350  -0.574
O8 -3.5169 0.0190 -0.8947  -0.256
C15 -2.9349 1.1218 -0.0610  -0.402
P2 -4.0650 2.5948 -0.6178  0.369
O9 -3.3271 3.6120 -1.5975  -0.626
H1 6.0909 -3.3251 -1.6381  0.359
H2 4.9307 -1.9157 -2.1494  0.111
H3 4.6786 -3.7388 -2.8632  0.251
H4 4.0268 -2.6378 0.1271  -0.075
H5 4.6315 -4.4179 -0.1072  0.337
H6 1.8228 -1.5694 0.0074  0.138
H7 2.7683 -0.7636 -1.4453  -0.276
H8 -0.1476 -1.2382 -2.4557  0.440
H9 0.8627 0.3654 -2.2279  0.240
H10 0.1068 -0.3585 0.5977  0.413
H11 -1.2755 -1.2066 -0.3616  0.179
H12 -1.4121 3.2926 0.2883  0.272
H13 -0.0958 3.0914 -1.0570  0.277
H14 0.3448 3.3311 1.8247  0.460
H15 0.3730 1.4471 1.7885  0.378
H16 4.5842 2.9784 -0.8261  0.408
H17 4.7462 1.1013 -0.9386  0.208
H18 4.2246 3.2379 -3.3640  0.310
H19 3.9167 1.3412 -3.6098  0.282
H20 5.6218 1.9937 -3.1358  0.331
H21 2.0077 -0.0451 1.7314  -0.109
H22 3.5520 -0.1515 0.6503  -0.192
H23 3.7539 -1.6744 2.7951  0.266
H24 3.6003 -0.1306 3.9763  0.332
H25 5.0750 -0.3294 2.6956  0.310
H26 -3.0567 1.0349 1.1126  0.372
H27 -4.3325 3.3600 0.6051  0.104
H28 -5.3036 2.0977 -1.1826  0.142
C16 -7.3213 0.1585 4.0586  -0.640
O10 -6.3032 -0.0696 3.0861  -0.276
C17 -6.4096 -1.2548 2.4339  0.677
O11 -7.2747 -2.0976 2.6142  -0.544
O12 -5.3866 -1.3401 1.5466  -0.144
C18 -5.3710 -2.5447 0.7829  -0.670
H29 -7.1380 1.1340 4.5173  0.215
H30 -8.3086 0.1803 3.5860  0.293
H31 -7.2831 -0.6037 4.8436  0.291
H32 -6.2805 -2.6310 0.1795  0.330
H33 -5.2548 -3.4149 1.4369  0.335
H34 -4.5123 -2.5054 0.1071  0.140

Summary:
HOMO-LUMO gap ... 10.035 eV
Total charge ... 0
SMILES string ... CCOC(=O)CCC[C@@]1(CCP(=O)(OCC)OCC)OC(=O)O[C@@H]1[PH2]=O.COC(=O)OC
HOMO energy ... -0.3686 hartree


No. 3
Computed, not measured: a cluster of 10 separate species, C19H48N10O19S3 in total, with ωB97M-V with the def2-TZVPD basis set.

Each line ends with the Mulliken charge.
Cartesian coordinates (Å):
C1 -3.7537 -26.1037 19.2084  0.643
O1 -4.4814 -25.1158 18.9546  -0.660
N1 -3.5041 -27.1095 18.4225  -0.373
N2 -3.1034 -26.1937 20.3788  -0.395
H1 -3.8805 -27.2101 17.4907  0.218
H2 -3.1246 -27.9534 18.8273  0.184
H3 -2.3571 -26.8635 20.4990  0.177
H4 -3.3206 -25.5743 21.1464  0.207
C2 -10.3592 -39.4565 20.3868  0.665
O2 -10.5617 -40.5020 20.9751  -0.644
N3 -9.1493 -38.9108 20.2970  -0.358
N4 -11.2248 -38.7473 19.7251  -0.335
H5 -8.3039 -39.3064 20.6829  0.198
H6 -9.1134 -38.0630 19.7493  0.129
H7 -10.8721 -37.8446 19.4405  0.143
H8 -12.1922 -39.0016 19.5850  0.202
C3 -7.5220 -33.7700 11.8757  0.651
O3 -6.9901 -32.6809 11.6386  -0.676
N5 -8.8137 -33.9085 11.8948  -0.374
N6 -6.8384 -34.8524 12.0488  -0.358
H9 -9.3605 -34.7574 11.9148  0.165
H10 -9.4513 -33.1252 11.8847  0.213
H11 -5.8294 -34.8809 12.0825  0.212
H12 -7.3398 -35.7276 12.1018  0.167
C4 -2.2178 -33.9290 17.4433  0.609
O4 -1.8830 -33.3171 18.4595  -0.679
N7 -3.4524 -34.0290 17.0485  -0.428
N8 -1.3221 -34.6431 16.7882  -0.396
H13 -4.0009 -33.6544 17.8094  0.255
H14 -3.7418 -34.8688 16.5678  0.228
H15 -0.3766 -34.5105 17.1178  0.230
H16 -1.3994 -35.1067 15.8942  0.181
C5 -10.3309 -32.2506 17.8594  0.659
O5 -10.0548 -33.2785 18.4644  -0.671
N9 -9.7189 -31.0992 17.9416  -0.391
N10 -11.2826 -32.1556 16.9952  -0.371
H17 -9.0111 -31.0366 18.6594  0.213
H18 -9.7456 -30.2850 17.3445  0.175
H19 -11.3668 -31.2886 16.4839  0.172
H20 -11.8185 -32.9885 16.7972  0.214
C6 -0.2932 -29.6775 9.8980  -0.191
C7 0.1710 -30.5491 11.0452  -0.339
O6 1.4214 -30.0509 11.1560  -0.297
S1 2.2391 -30.0539 9.7831  1.092
O7 2.6791 -31.4467 9.5060  -0.523
O8 3.2067 -28.9615 9.7399  -0.500
O9 0.7884 -29.7004 8.9883  -0.332
H21 -0.4550 -28.6666 10.2723  0.235
H22 -1.1362 -30.0239 9.3001  0.296
H23 0.1619 -31.6380 10.9979  0.277
H24 -0.4245 -30.4745 11.9551  0.281
C8 -0.3634 -37.1569 23.3688  -0.191
C9 0.3539 -35.7981 23.5283  -0.233
O10 1.2246 -35.8663 24.6245  -0.326
S2 1.0468 -37.2116 25.5773  1.097
O11 0.0369 -36.9169 26.6230  -0.519
O12 2.3060 -37.8786 25.9468  -0.495
O13 0.1635 -38.0086 24.3676  -0.360
H25 -0.2495 -37.5730 22.3678  0.267
H26 -1.3662 -37.0347 23.7780  0.275
H27 -0.3108 -34.9663 23.7613  0.240
H28 1.0116 -35.5347 22.7000  0.245
C10 0.3010 -40.3689 7.1026  -0.267
C11 1.2193 -39.1941 6.7546  -0.222
O14 1.3240 -38.4489 7.9073  -0.322
S3 0.9896 -39.2572 9.2886  1.100
O15 0.2720 -38.3992 10.2557  -0.504
O16 2.1769 -40.0696 9.6503  -0.516
O17 -0.1320 -40.1248 8.4514  -0.341
H29 0.6477 -41.3958 6.9870  0.281
H30 -0.5349 -40.3013 6.4062  0.240
H31 0.8038 -38.6409 5.9124  0.297
H32 2.1857 -39.6071 6.4654  0.254
C12 7.8215 -32.7325 16.5781  -0.454
C13 8.1425 -34.0263 17.3147  -0.496
C14 6.8930 -34.2926 18.1442  -0.392
O18 6.0632 -33.1423 17.9871  -0.388
C15 6.8493 -32.0629 17.6469  -0.424
H33 7.2656 -32.9392 15.6635  0.243
H34 8.7093 -32.1327 16.3774  0.317
H35 9.0056 -33.8303 17.9511  0.242
H36 8.4539 -34.8618 16.6878  0.332
H37 7.0594 -34.4214 19.2137  0.261
H38 6.3463 -35.1636 17.7828  0.247
H39 7.2178 -31.5429 18.5312  0.262
H40 6.1151 -31.3383 17.2947  0.251
C16 -6.2783 -29.8540 26.4854  -0.495
C17 -5.8163 -31.3227 26.1316  -0.513
C18 -5.9341 -31.2856 24.6121  -0.398
O19 -7.1091 -30.5614 24.3712  -0.395
C19 -7.1705 -29.4901 25.3202  -0.410
H41 -5.4281 -29.1872 26.3423  0.246
H42 -6.6935 -29.7185 27.4840  0.333
H43 -6.5051 -31.9994 26.6372  0.265
H44 -4.8055 -31.5560 26.4661  0.314
H45 -5.9503 -32.2574 24.1187  0.294
H46 -5.1310 -30.7632 24.0922  0.260
H47 -8.2400 -29.3620 25.4869  0.250
H48 -6.9131 -28.5348 24.8628  0.250

Summary:
HOMO-LUMO gap ... 9.370 eV
Total charge ... 0
SMILES string ... O=S1(=O)OCCO1.O=S1(=O)OCCO1.O=S1(=O)OCCO1.C1CCOC1.C1CCOC1.NC(N)=O.NC(N)=O.NC(N)=O.NC(N)=O.NC(N)=O
HOMO energy ... -0.3508 hartree